# 1
The following is a quantum chemistry calculation of 2 unconnected molecules or ions with the total composition C28H26N5O2S, from the Open Molecules 2025 dataset.

Each line ends with the Löwdin charge.
Atoms and positions in Å:
C 3.04 2.16 4.02  -0.081
N 3.06 0.85 3.35  -0.047
C 4.31 0.29 3.14  -0.693
S 5.74 1.07 3.59  0.668
N 4.31 -0.98 2.57  -0.045
C 5.61 -1.64 2.44  -0.076
C 3.15 -1.76 2.35  -0.377
O 3.24 -2.97 2.13  0.051
C 1.85 -1.08 2.44  -0.051
C 0.73 -1.80 2.12  0.087
C -0.65 -1.37 2.26  -0.190
C -1.08 -0.14 1.73  0.015
C -2.32 0.40 2.01  -0.133
C -3.28 -0.35 2.76  -0.101
N -4.53 0.14 2.98  -0.091
C -4.98 1.35 2.30  -0.167
C -3.86 2.38 2.21  -0.171
C -2.63 1.78 1.54  -0.148
C -5.59 -0.71 3.49  -0.172
C -5.07 -1.67 4.55  -0.175
C -3.87 -2.46 4.02  -0.160
C -2.90 -1.64 3.23  -0.149
C -1.64 -2.15 2.92  0.022
C 1.82 0.18 3.19  -0.324
O 0.81 0.64 3.72  0.076
H 2.01 2.46 4.16  0.079
H 3.56 2.08 4.99  0.071
H 3.60 2.87 3.40  0.073
H 5.44 -2.64 2.04  0.083
H 6.24 -1.04 1.77  0.076
H 6.10 -1.68 3.41  0.069
H 0.91 -2.82 1.81  0.134
H -0.39 0.44 1.11  0.114
H -5.32 1.11 1.28  0.133
H -5.84 1.76 2.84  0.116
H -4.20 3.24 1.63  0.109
H -3.60 2.74 3.21  0.118
H -1.76 2.42 1.72  0.123
H -2.78 1.74 0.45  0.124
H -6.38 -0.08 3.91  0.116
H -6.04 -1.30 2.67  0.132
H -4.78 -1.12 5.45  0.117
H -5.86 -2.37 4.83  0.108
H -3.35 -2.95 4.85  0.116
H -4.25 -3.27 3.37  0.122
H -1.36 -3.14 3.27  0.124
C 1.10 0.21 -1.11  -0.168
C 2.19 -0.60 -0.84  -0.326
N 3.17 -1.21 -0.58  0.109
C 0.14 -0.16 -2.08  -0.272
C -0.83 0.79 -2.51  -0.067
C -1.87 0.42 -3.34  -0.069
C -1.96 -0.90 -3.80  -0.291
C -3.08 -1.30 -4.61  -0.233
N -4.00 -1.64 -5.25  0.089
C -0.97 -1.84 -3.46  -0.059
C 0.08 -1.48 -2.63  -0.041
H 1.14 1.24 -0.77  0.086
H -0.71 1.83 -2.20  0.100
H -2.63 1.15 -3.64  0.106
H -1.04 -2.85 -3.85  0.109
H 0.87 -2.19 -2.41  0.099

Results
* calculated total energy: -51840.9706 eV
* LUMO level: 1.55 eV
* charge: -1
* largest force on an atom: 2.6 eV/Å
* energy above the lowest of the compared OMol25 structures with the same formula, charge and spin: 0.0 kcal per mole

---

# 2
The following is a quantum chemistry calculation of a molecular structure, C49H34Cl8N5O4S2Y, from the Open Molecules 2025 dataset.

Each line ends with the Löwdin charge.
Atoms and positions in Å:
Y 0.68 -0.06 -0.93  1.177
C -2.89 -0.95 -3.74  -0.036
C -2.65 -2.11 -4.45  -0.052
C -1.44 -2.78 -4.28  -0.009
C -0.51 -2.25 -3.39  -0.200
N -0.75 -1.13 -2.72  0.037
C -1.91 -0.49 -2.88  -0.120
C 0.82 -2.90 -3.14  -0.183
C 1.17 -4.07 -3.79  -0.005
C 2.42 -4.62 -3.54  -0.040
C 3.26 -3.98 -2.66  -0.004
C 2.84 -2.80 -2.04  -0.172
N 1.63 -2.29 -2.27  0.142
C 3.77 -2.05 -1.14  -0.192
C 5.02 -2.57 -0.81  -0.010
C 5.88 -1.82 -0.02  -0.051
C 5.48 -0.57 0.41  -0.032
C 4.21 -0.14 0.04  -0.116
N 3.37 -0.86 -0.69  0.089
H -3.82 -0.41 -3.85  0.107
H -3.39 -2.51 -5.14  0.110
H -1.25 -3.69 -4.83  0.099
H -1.99 0.41 -2.27  0.086
H 0.51 -4.55 -4.49  0.101
H 2.72 -5.53 -4.03  0.114
H 4.24 -4.39 -2.48  0.100
H 5.34 -3.54 -1.14  0.097
H 6.85 -2.22 0.25  0.111
H 6.11 0.06 1.02  0.112
H 3.86 0.83 0.36  0.068
Cl 3.93 1.35 5.95  0.651
C 3.13 0.72 4.55  -0.738
C 2.86 1.54 3.46  -0.716
Cl 3.42 3.18 3.46  0.667
C 2.17 1.04 2.36  -0.597
Cl 1.77 2.04 1.00  0.771
C 1.79 -0.32 2.25  -0.524
O 1.25 -0.80 1.20  -0.236
C 2.12 -1.13 3.36  -0.647
Cl 1.76 -2.81 3.23  0.678
C 2.75 -0.62 4.49  -0.715
Cl 3.08 -1.66 5.83  0.669
O -0.58 1.42 -0.93  -0.753
Cl -0.20 3.96 4.67  0.696
C -1.27 2.67 4.30  -0.653
C -2.56 2.96 3.89  -0.100
C -3.42 1.93 3.63  -0.042
C -3.04 0.60 3.76  -0.213
C -4.08 -0.45 3.48  -0.308
C -4.37 -0.54 1.99  -0.052
N -3.23 -1.11 1.27  -0.055
C -3.05 -2.45 1.02  -0.070
C -1.90 -2.55 0.31  -0.128
N -1.37 -1.31 0.10  0.001
C -2.18 -0.45 0.70  -0.135
O -5.28 -0.13 4.16  -0.106
C -5.57 -1.02 5.23  -0.153
C -4.43 -1.13 6.20  -0.335
C -3.90 -0.09 6.90  -0.967
Cl -4.43 1.54 6.89  0.711
S -2.57 -0.55 7.87  1.007
C -2.72 -2.18 7.37  -0.421
C -3.74 -2.34 6.49  -0.163
C -1.73 0.33 4.14  -0.547
Cl -1.15 -1.30 4.28  0.787
C -0.84 1.36 4.42  -0.101
H -2.87 3.99 3.80  0.110
H -4.44 2.14 3.34  0.129
H -3.70 -1.42 3.81  0.115
H -4.57 0.45 1.60  0.137
H -5.24 -1.17 1.82  0.137
H -3.74 -3.19 1.38  0.116
H -1.42 -3.44 -0.07  0.103
H -2.03 0.62 0.67  0.117
H -5.80 -2.01 4.83  0.130
H -6.47 -0.62 5.70  0.131
H -2.03 -2.93 7.74  0.071
H -3.99 -3.29 6.04  0.115
H 0.18 1.13 4.72  0.102
O 2.05 0.88 -2.77  -0.563
S 0.91 1.70 -3.35  0.984
C 1.32 3.41 -3.09  -0.367
C 2.52 3.95 -3.54  -0.061
C 2.79 5.28 -3.24  -0.075
C 1.87 6.03 -2.51  -0.077
C 0.70 5.46 -2.05  -0.065
C 0.41 4.12 -2.33  -0.073
C 1.09 1.58 -5.13  -0.369
C 0.06 2.06 -5.93  -0.077
C 0.15 1.92 -7.30  -0.079
C 1.25 1.28 -7.87  -0.086
C 2.26 0.79 -7.06  -0.076
C 2.19 0.94 -5.68  -0.074
H 3.22 3.35 -4.10  0.115
H 3.71 5.73 -3.58  0.104
H 2.09 7.06 -2.28  0.103
H 0.01 6.04 -1.45  0.107
H -0.45 3.60 -1.91  0.088
H -0.80 2.54 -5.47  0.116
H -0.65 2.29 -7.94  0.105
H 1.31 1.16 -8.94  0.102
H 3.11 0.29 -7.50  0.104
H 2.96 0.55 -5.02  0.107

Results
* calculated total energy: -189902.6581 eV
* LUMO level: -0.33 eV
* largest force on an atom: 1.2 eV/Å
* energy above the lowest of the compared OMol25 structures with the same formula, charge and spin: 16.8 kcal per mole

---

# 3
The following is a quantum chemistry calculation of 2 unconnected molecules or ions with the total composition C3H9ClSSi, from the Open Molecules 2025 dataset.

Each line ends with the Löwdin spin population.
Atoms and positions in Å:
C 0.44 0.73 1.89  0.105
C -0.26 -3.55 -1.34  0.827
C -0.98 1.13 -0.87  0.086
Si 0.68 1.16 0.05  0.589
S 1.64 3.18 -0.27  0.144
Cl -2.28 2.03 0.02  0.052
H 0.60 -0.30 2.12  0.004
H 1.22 1.09 2.45  0.001
H -0.52 0.95 2.07  0.008
H 0.28 -3.39 -0.40  0.059
H 0.33 -4.00 -2.24  0.046
H -1.22 -3.98 -1.37  0.064
H -1.21 0.17 -1.04  0.011
H -1.08 1.63 -1.95  0.001
H 2.38 3.14 0.86  0.002

Results
* calculated total energy: -34488.6194 eV
* multiplicity: 3
* LUMO level (spin up / spin down): 0.75 / -0.94 eV
* largest force on an atom: 5.0 eV/Å
* energy above the lowest of the compared OMol25 structures with the same formula, charge and spin: 26.8 kcal per mole

---

# 4
The following is a quantum chemistry calculation of 2 unconnected molecules or ions with the total composition C7H16N, from the Open Molecules 2025 dataset.

Each line ends with the Löwdin charge.
Atoms and positions in Å:
C -0.71 1.36 -1.22  -0.293
C -1.31 1.35 0.19  -0.191
C -0.28 1.28 1.34  -0.177
C 0.83 0.30 1.02  -0.164
C 0.42 -1.06 0.61  0.249
C 0.52 -2.23 1.11  -0.055
C -0.03 -3.57 0.66  -0.032
N -0.07 2.66 -1.39  0.033
H -1.40 1.21 -2.05  0.125
H -0.04 0.49 -1.13  0.054
H -1.91 0.44 0.31  0.119
H -1.96 2.23 0.24  0.119
H 0.10 2.26 1.61  0.125
H -0.83 0.91 2.22  0.120
H 1.38 0.82 0.23  0.126
H 1.58 0.19 1.81  0.171
H 1.88 -0.21 -2.61  0.003
H 0.95 -2.28 2.11  0.182
H 0.25 -3.67 -0.39  0.096
H -1.13 -3.61 0.74  0.103
H 0.26 -4.46 1.22  0.094
H 0.36 2.87 -2.27  0.079
H 1.90 -0.59 -3.25  0.034
H -0.77 3.33 -1.10  0.079

Results
* calculated total energy: -8996.6197 eV
* LUMO level: -7.48 eV
* charge: +1
* largest force on an atom: 5.1 eV/Å
* energy above the lowest of the compared OMol25 structures with the same formula, charge and spin: 131.1 kcal per mole

---

# 5
The following is a quantum chemistry calculation of a molecular structure, C2H2N2O, from the Open Molecules 2025 dataset.

Each line ends with the Löwdin charge.
Atoms and positions in Å:
O 0.70 1.87 0.38  0.007
C -0.30 1.20 0.22  -0.294
C -0.35 -0.37 0.28  -0.116
N 0.91 -0.90 0.34  -0.090
N 1.13 -1.98 0.03  0.203
H -1.26 1.73 0.07  0.106
H -0.74 -1.62 -0.15  0.186

Results
* calculated total energy: -7128.1226 eV
* LUMO level: -1.96 eV
* largest force on an atom: 5.7 eV/Å
* energy above the lowest of the compared OMol25 structures with the same formula, charge and spin: 131.9 kcal per mole

---

# 6
The following is a quantum chemistry calculation of a molecular structure, C12H12INO4S2Ti, from the Open Molecules 2025 dataset.

Each line ends with the Löwdin spin population.
Atoms and positions in Å:
Ti -0.02 -1.65 0.39  0.417
C -0.82 -0.49 4.53  0.000
C -0.28 -0.50 3.12  -0.001
S 0.38 -2.07 2.62  0.005
C -0.23 0.60 2.35  0.003
C -0.73 1.94 2.79  0.001
S 0.43 0.58 0.71  -0.008
H -0.91 -1.51 4.88  0.000
H -1.80 -0.02 4.57  0.000
H -0.14 0.05 5.19  0.000
H -0.81 1.99 3.88  0.000
H -1.71 2.14 2.35  0.000
H -0.04 2.71 2.44  0.000
O 2.64 -2.17 -0.28  0.176
C 1.61 -2.06 -0.95  0.091
O 0.58 -2.87 -0.74  0.010
C 1.34 -0.92 -1.83  0.014
C 0.08 -0.76 -2.46  0.055
C -0.21 0.38 -3.16  -0.004
C 0.76 1.39 -3.27  0.073
C 2.01 1.24 -2.65  -0.003
C 2.30 0.11 -1.94  0.055
N 0.49 2.53 -4.04  0.023
O -0.63 2.64 -4.54  0.042
O 1.39 3.36 -4.22  0.042
H -0.63 -1.58 -2.42  0.004
H -1.17 0.53 -3.64  -0.001
H 2.72 2.05 -2.74  -0.001
H 3.25 -0.03 -1.44  0.005
I -3.08 -0.26 0.45  0.002
C -2.01 -2.12 0.12  -0.001
H -2.30 -2.42 -0.89  0.002
H -2.44 -2.83 0.83  0.001

Results
* calculated total energy: -75205.7221 eV
* multiplicity: 2
* LUMO level (spin up / spin down): 1.81 / 1.64 eV
* charge: -1
* largest force on an atom: 3.2 eV/Å
* energy above the lowest of the compared OMol25 structures with the same formula, charge and spin: 33.7 kcal per mole

---

The highest calculated total energy belongs to which entry? C2H2N2O

---

What is the calculated total energy in the fifth record? -7128.1226 eV

---

calculated total energy of number 1 (C28H26N5O2S)? -51840.9706 eV